No. 1
# C38H60AsBN7OS4SiTc

A structure of composition C38H60AsBN7OS4SiTc (ωB97M-V with the def2-TZVPD basis set, OMol25).

Each line ends with the Mulliken charge.
Geometry (Å):
Tc: 0.8382 -0.6194 -2.2002  0.395
C: -4.4337 -0.2315 -1.2200  -1.931
C: -3.6685 -0.3689 0.0615  0.571
C: -4.2897 -0.3900 1.2702  -0.591
C: -3.5742 -0.5547 2.4863  -0.313
N: -2.2745 -0.7007 2.4682  -0.249
N: -1.6593 -0.6762 1.2615  0.046
B: -0.1666 -0.8783 1.3346  -0.830
N: 0.3687 -2.1511 0.7021  -0.021
N: 0.3323 -2.1580 2.0456  0.641
C: 0.7491 -3.1615 2.7802  0.177
C: 1.1301 -4.3094 2.0316  -0.788
C: 1.1077 -4.3498 0.6653  0.261
C: 1.4736 -5.5797 -0.0984  -1.950
C: 0.7614 -3.1476 -0.0566  1.082
S: 0.9174 -3.0247 -1.7453  -0.242
C: 0.7719 -3.0334 4.2849  2.015
C: 1.4255 -1.6863 4.6409  -1.542
C: -0.6850 -3.0503 4.7758  -1.100
C: 1.5564 -4.1838 4.9165  -2.167
N: 0.6348 0.4264 1.4371  1.136
N: -0.0234 1.2800 2.2389  -0.582
C: 0.5742 2.3798 2.6177  -0.459
C: 1.9120 2.6271 2.2310  -0.381
C: 2.5529 1.8034 1.3510  0.416
C: 3.9441 2.0847 0.8668  -1.866
C: 1.8352 0.6676 0.8858  0.951
S: 2.4947 -0.3560 -0.3457  -0.377
C: -0.2426 3.3277 3.4845  2.180
C: -0.4606 2.6426 4.8433  -1.342
C: 0.4768 4.6627 3.6865  -2.205
C: -1.5878 3.5846 2.7929  -1.404
C: -2.2491 -0.5078 0.0766  1.130
S: -1.4772 -0.5200 -1.4773  -0.253
C: -4.2999 -0.5525 3.8283  2.341
C: -5.7121 -1.1357 3.6805  -2.037
C: -3.5296 -1.3537 4.8767  -1.592
C: -4.4060 0.9113 4.2936  -1.538
H: -5.5028 -0.2157 -1.0215  0.421
H: -4.2129 -1.0586 -1.8965  0.415
H: -4.1596 0.6880 -1.7410  0.378
H: -5.3680 -0.3073 1.3000  0.330
H: 1.4339 -5.1930 2.5762  0.508
H: 1.5823 -6.4359 0.5625  0.414
H: 2.4183 -5.4242 -0.6269  0.383
H: 0.7201 -5.8022 -0.8558  0.431
H: 0.8375 -0.8433 4.2642  0.181
H: 2.4433 -1.6192 4.2475  0.412
H: 1.4790 -1.5953 5.7258  0.485
H: -1.2774 -2.2859 4.2735  -0.495
H: -0.7015 -2.8529 5.8490  0.516
H: -1.1483 -4.0257 4.6061  0.510
H: 2.5908 -4.2233 4.5645  0.472
H: 1.0811 -5.1518 4.7432  0.474
H: 1.5827 -4.0313 5.9953  0.421
H: 2.4227 3.5027 2.6084  0.618
H: 4.3081 3.0263 1.2713  0.443
H: 3.9719 2.1270 -0.2232  0.322
H: 4.6269 1.2884 1.1707  0.372
H: 0.4885 2.4760 5.3600  0.378
H: -0.9622 1.6791 4.7192  0.028
H: -1.0796 3.2778 5.4787  0.452
H: 1.3872 4.5586 4.2822  0.420
H: -0.1821 5.3406 4.2294  0.413
H: 0.7272 5.1426 2.7361  0.495
H: -2.1123 2.6530 2.5834  0.117
H: -1.4458 4.1231 1.8515  0.365
H: -2.2164 4.1992 3.4394  0.462
H: -5.7006 -2.1234 3.2118  0.427
H: -6.3786 -0.4835 3.1135  0.409
H: -6.1514 -1.2466 4.6718  0.451
H: -3.4251 -2.4012 4.5830  0.364
H: -4.0799 -1.3221 5.8176  0.539
H: -2.5385 -0.9320 5.0526  0.204
H: -4.9380 1.5312 3.5662  0.369
H: -3.4168 1.3368 4.4627  0.143
H: -4.9592 0.9491 5.2339  0.512
C: -1.7544 3.4633 -6.9367  -1.046
Si: -0.2476 2.4077 -6.7685  0.127
C: -0.5254 0.7002 -7.4356  -0.962
C: 1.2532 3.1684 -7.5541  -0.986
C: 0.1982 2.3871 -4.8921  0.439
C: 0.5251 3.6069 -4.2937  -0.221
C: 0.9266 3.7118 -2.9609  -1.369
C: 1.0294 2.5637 -2.2171  -0.486
N: 0.7146 1.3828 -2.7646  0.236
C: 0.2887 1.2910 -4.0413  0.716
S: -0.1479 -0.3960 -4.3515  -0.237
H: -2.0160 3.5712 -7.9936  0.356
H: -1.5977 4.4666 -6.5320  0.351
H: -2.6099 3.0149 -6.4247  0.341
H: -0.6596 0.7793 -8.5186  0.381
H: -1.4238 0.2309 -7.0278  0.330
H: 0.3246 0.0371 -7.2571  0.242
H: 1.1272 3.2308 -8.6389  0.378
H: 2.1479 2.5706 -7.3556  0.270
H: 1.4362 4.1829 -7.1899  0.351
H: 0.4610 4.5157 -4.8858  0.395
H: 1.1621 4.6689 -2.5163  0.467
H: 1.3597 2.5633 -1.1862  0.348
C: 4.0214 -0.3642 -5.7233  -0.958
As: 3.5972 -1.5038 -4.2628  0.405
C: 5.1984 -1.9263 -3.3248  -1.085
C: 2.7511 -3.0939 -4.8802  -1.077
O: 2.5894 -0.6428 -3.2071  -0.165
H: 4.7843 -0.8505 -6.3301  0.498
H: 4.4077 0.5687 -5.3197  0.366
H: 3.1319 -0.1794 -6.3222  0.180
H: 5.8106 -2.5952 -3.9280  0.460
H: 4.9410 -2.4030 -2.3821  0.322
H: 5.7372 -1.0002 -3.1401  0.373
H: 3.3348 -3.5006 -5.7062  0.461
H: 1.7465 -2.8544 -5.2229  0.319
H: 2.7149 -3.8155 -4.0669  0.340

Calculated values
Orbital gap (spin up / spin down): 7.3 / 6.4 eV
Charge: +3
Multiplicity: 4
HOMO level (spin up / spin down): -15.51 / -15.53 eV
Electronic energy: -6165.49225 hartree

=====

No. 2
# C23H16Br2F6N9O6ReS3

A structure of composition C23H16Br2F6N9O6ReS3 at a distorted geometry (ωB97M-V with the def2-TZVPD basis set, OMol25).

Each line ends with the Mulliken charge.
Geometry (Å):
Re: -0.9172 0.3975 -0.0028  3.048
C: -0.5228 4.1385 2.1197  -1.898
C: -0.8652 3.0052 1.2289  1.385
N: -0.3723 1.8089 1.3354  0.155
N: 0.5761 1.5759 2.3631  -0.847
C: 0.0735 0.9000 3.4715  0.228
N: 1.0582 0.5332 4.2969  -0.280
S: -1.5334 0.5636 3.7318  -0.339
C: -1.8767 3.1228 0.1812  0.559
C: -2.5770 4.2735 -0.0911  -0.873
C: -3.5860 4.2403 -1.0368  -0.695
C: -3.8799 3.0429 -1.6648  -0.786
C: -3.1307 1.9216 -1.3693  -0.239
N: -2.1210 1.9640 -0.4770  0.616
H: -0.0409 3.7902 3.0246  0.350
H: -1.4250 4.6926 2.3816  0.494
H: 0.1583 4.8230 1.5978  0.343
H: 1.3962 1.1498 1.9465  0.546
H: 2.0183 0.7962 4.1380  0.179
H: 0.8090 0.0740 5.1537  0.236
H: -2.3330 5.1878 0.4355  0.492
H: -4.1457 5.1381 -1.2727  0.453
H: -4.6770 2.9718 -2.3956  0.458
H: -3.3105 0.9683 -1.8488  0.584
Br: 3.7237 -1.4432 -2.3051  -0.041
C: 1.5146 -3.1654 0.8039  0.531
C: 2.7222 -3.8851 0.9367  -0.556
C: 3.8366 -3.1915 1.2711  0.077
Br: 5.4550 -4.1490 1.4455  -0.206
C: 3.8048 -1.7766 1.5093  1.240
C: 4.9431 -1.0150 1.8330  -0.813
C: 4.8449 0.3309 2.0497  -1.253
C: 3.5780 0.9186 1.9873  -0.377
N: 2.4800 0.2514 1.6904  -0.015
C: 2.5722 -1.0762 1.4082  -0.823
C: 1.4738 -1.8391 1.0058  0.271
O: 0.1210 -1.4518 0.7961  -0.506
H: 2.7341 -4.9576 0.7804  0.597
H: 5.9050 -1.5079 1.8974  0.376
H: 5.7158 0.9291 2.2851  0.441
H: 3.4493 1.9796 2.1985  0.483
N: -4.1965 -1.9597 0.6936  -0.505
C: -2.8928 -1.7031 0.5698  1.538
O: -2.6121 -0.4021 0.6001  -0.913
C: -1.9795 -2.7309 0.4018  0.114
C: -0.5499 -2.6852 0.5372  0.813
N: 0.2514 -3.6817 0.5128  -0.717
C: -2.5499 -4.0285 0.1751  -1.387
N: -3.1241 -5.0107 -0.0311  -0.572
H: -4.5358 -2.9064 0.7254  0.212
H: -4.8329 -1.1940 0.8170  0.266
F: -1.2884 1.7871 -3.7278  -0.177
C: -0.0752 1.7103 -3.2567  0.587
F: 0.1077 2.6684 -2.3550  -0.152
F: 0.8305 1.8227 -4.1905  -0.181
S: 0.2616 0.0229 -2.3956  0.390
O: -1.0355 -0.5791 -1.9225  -0.733
O: 0.9406 0.5039 -1.1462  -0.896
N: 1.1448 -0.8244 -3.3377  -0.074
S: 0.3306 -1.4002 -4.6897  0.863
O: -0.7715 -0.5069 -4.9622  -0.552
O: 1.2421 -1.7620 -5.7117  -0.619
C: -0.4484 -3.0210 -4.1220  0.737
F: -1.7555 -2.8588 -4.1029  -0.220
F: -0.1081 -3.9336 -5.0045  -0.208
F: -0.0026 -3.3584 -2.9172  -0.211

Calculated values
Orbital gap (spin up / spin down): 5.9 / 5.6 eV
Charge: +1
Energy relative to the best compared isomer or geometry (same formula, charge and spin): 326.2 kJ/mol
Multiplicity: 2
HOMO level (spin up / spin down): -10.87 / -10.87 eV
Electronic energy: -8850.08365 hartree

=====

No. 3
# C5H11NO3S

A cluster of 2 separate species, C5H11NO3S in total at a distorted geometry (ωB97M-V with the def2-TZVPD basis set, OMol25).

Each line ends with the Mulliken charge.
Geometry (Å):
C: 0.2395 0.9639 0.2893  0.530
C: 1.6441 0.3366 0.7401  -0.882
C: 1.7540 -1.0376 -0.0969  -0.381
C: 0.3210 -1.3728 -0.5615  -0.989
C: -0.5891 -0.3616 0.1814  -0.478
H: 0.7551 2.4860 -1.1651  0.276
H: -0.5239 1.1236 -1.8457  0.307
H: -0.2809 1.4499 1.1224  0.210
H: 1.8235 0.1748 1.8648  0.396
H: 2.6152 1.0095 0.4083  0.276
H: 2.4875 -1.6488 0.7487  0.210
H: 2.3687 -0.9155 -0.9826  0.280
H: 0.2964 -1.3413 -1.6282  0.366
H: 0.0077 -2.3953 -0.4878  0.485
H: -0.7051 -1.0808 1.0490  0.145
H: -2.4449 1.6161 1.3499  0.480
N: 0.4422 1.3914 -1.0859  -0.565
O: -2.5010 0.1482 1.5218  -0.617
O: -2.7302 1.1762 -0.7733  -0.641
O: -2.7328 -1.4975 -0.5268  -0.595
S: -2.2471 -0.2248 -0.1220  1.188

Calculated values
Orbital gap: 8.7 eV
Energy relative to the best compared isomer or geometry (same formula, charge and spin): 673.3 kJ/mol
HOMO level: -9.64 eV
Electronic energy: -875.51856 hartree